No. 1
Density functional theory data (ωB97M-V/def2-TZVPD) for a single C21H23N5O4S molecule.

For the frontier orbital gap, the calculation gives 8.2323 eV. The structure (SMILES) is COc1ccc(/C=N/NC(=O)CSc2nnc(C)n2-c2ccccc2)c(OC)c1OC. Its net charge is 0. Its energy above the lowest of the compared OMol25 structures with the same formula, charge and spin is 4.1354 eV. The value obtained for the HOMO energy is -7.75 eV.

CARTESIAN COORDINATES (ANGSTROEM)
1 C 4.90416 5.21193 -1.14225
2 H 5.87239 5.58682 -1.47028
3 O 4.55616 4.20776 -2.06250
4 C 3.35895 3.58569 -1.92091
5 C 2.45881 3.81065 -0.88107
6 C 1.29666 3.07928 -0.82193
7 C 0.95802 2.11115 -1.77505
8 C 1.81145 1.95344 -2.88920
9 C 3.01984 2.67250 -2.92785
10 O 3.87314 2.56107 -4.00148
11 C 4.50930 1.30608 -4.14823
12 H 3.78459 0.49794 -4.26938
13 H 5.12109 1.38959 -5.04451
14 H 5.15235 1.09318 -3.28678
15 O 1.60234 1.18102 -3.97941
16 C 0.30354 0.93912 -4.47776
17 H -0.10218 0.00760 -4.07668
18 H 0.41831 0.85779 -5.55969
19 H -0.37372 1.76301 -4.24336
20 C -0.19813 1.30520 -1.45875
21 N -0.41649 0.14688 -1.93940
22 N -1.49718 -0.52990 -1.49831
23 C -1.83689 -1.72869 -2.03057
24 O -1.26864 -2.27119 -2.94863
25 C -3.06675 -2.33295 -1.35446
26 H -3.83951 -1.58841 -1.17032
27 H -3.44609 -3.14528 -1.97307
28 S -2.67334 -3.11270 0.24799
29 C -2.67626 -1.71925 1.28313
30 N -2.86114 -0.47533 0.92225
31 N -2.76254 0.29117 2.02408
32 C -2.51026 -0.47550 3.04113
33 N -2.44317 -1.78915 2.63022
34 C -2.20590 -2.94321 3.40342
35 C -1.07429 -3.01530 4.20570
36 C -0.85108 -4.14719 4.96843
37 C -1.74735 -5.20200 4.92962
38 C -2.87160 -5.12690 4.12423
39 C -3.10773 -3.99890 3.36031
40 H -3.98351 -3.93144 2.73355
41 H -3.57067 -5.94824 4.09057
42 H -1.56762 -6.08423 5.52464
43 H 0.02940 -4.20546 5.59005
44 H -0.37006 -2.19746 4.21832
45 C -2.34973 -0.02939 4.44207
46 H -1.29768 0.13164 4.67576
47 H -2.87530 0.91245 4.57112
48 H -2.74864 -0.77566 5.12640
49 H -2.05538 -0.15269 -0.71421
50 H -0.85346 1.71026 -0.67530
51 H 0.62568 3.23383 0.01068
52 H 2.67009 4.53325 -0.10990
53 H 4.99697 4.81410 -0.12591
54 H 4.17908 6.03201 -1.14653


No. 2
Density functional theory data (ωB97M-V/def2-TZVPD) for a single C5H8O2 molecule.

For the frontier orbital gap (spin up / spin down), the calculation gives 7.4925 / 8.5159 eV. Its net charge is 0. Its energy above the lowest of the compared OMol25 structures with the same formula, charge and spin is 3.4720 eV. The value obtained for the HOMO energy (spin up / spin down) is -7.13 / -7.62 eV.

CARTESIAN COORDINATES (ANGSTROEM)
1 O 0.05077 -0.80326 -1.49572
2 C -0.25033 -0.13646 -0.25090
3 C 0.75532 -0.69929 0.77835
4 C 1.82784 0.33705 0.76154
5 O 1.37643 1.42785 0.24328
6 C -1.72051 -0.36606 0.07364
7 C 0.15940 1.30425 -0.33979
8 H 0.09432 -0.10373 -2.16324
9 H 0.34295 -0.76281 1.80097
10 H 1.07970 -1.69354 0.46199
11 H 2.83702 0.35080 1.15347
12 H -1.94198 -0.20715 1.13286
13 H -2.00491 -1.38523 -0.20034
14 H -2.34074 0.32138 -0.51122
15 H -0.46263 2.18178 -0.23990


No. 3
Density functional theory data (ωB97M-V/def2-TZVPD) for a molecular structure, C41H47AsO2RhS2Sb2.

For the frontier orbital gap (spin up / spin down), the calculation gives 5.3962 / 6.0543 eV. Its net charge is 0. Its energy above the lowest of the compared OMol25 structures with the same formula, charge and spin is 10.9709 eV. The value obtained for the HOMO energy (spin up / spin down) is -5.16 / -6.49 eV. The expectation value of S² is 8.797. As for the multiplicity: 6.

CARTESIAN COORDINATES (ANGSTROEM)
1 Rh 0.10087 -0.51242 -0.72697
2 C 2.40821 2.41430 -0.88525
3 C 2.97120 1.65312 -2.09856
4 C 3.75235 0.36040 -1.79075
5 Sb 2.78759 -1.28682 -0.71588
6 C 4.37045 -2.73980 -0.78565
7 C 4.26176 -3.88430 0.00902
8 C 5.26475 -4.85194 -0.01353
9 C 6.38078 -4.68073 -0.83050
10 C 6.49394 -3.54100 -1.62402
11 C 5.49126 -2.57157 -1.60276
12 C 3.36100 -0.64972 1.25627
13 C 4.69340 -0.31539 1.52004
14 C 5.07668 0.08672 2.79753
15 C 4.13323 0.15121 3.81993
16 C 2.80725 -0.18792 3.56427
17 C 2.41985 -0.58670 2.28412
18 Sb 0.21690 2.27891 -0.71866
19 C -0.13100 4.40476 -0.82817
20 C -0.79441 5.08617 0.19692
21 C -1.00400 6.46188 0.10287
22 C -0.55561 7.16142 -1.01609
23 C 0.10059 6.48515 -2.04311
24 C 0.31090 5.10964 -1.95010
25 C 0.26774 2.27541 1.51378
26 C -0.56334 1.41697 2.31507
27 C -0.48500 1.47532 3.71022
28 C 0.39300 2.35874 4.33166
29 C 1.20404 3.19187 3.56877
30 C 1.14355 3.15290 2.17425
31 H 2.51355 3.49336 -1.10077
32 H 2.99386 2.23444 0.03362
33 H 3.72041 2.30977 -2.58197
34 H 2.16969 1.48622 -2.84217
35 H 4.66144 0.62146 -1.22197
36 H 4.07159 -0.05022 -2.76549
37 H 3.39744 -4.02350 0.64425
38 H 5.17631 -5.73706 0.60306
39 H 7.15896 -5.43264 -0.84860
40 H 7.36076 -3.40823 -2.25858
41 H 5.59477 -1.69483 -2.22580
42 H 5.43732 -0.37034 0.73569
43 H 6.10916 0.34484 2.99582
44 H 4.43172 0.46043 4.81345
45 H 2.07736 -0.14418 4.36123
46 H 1.39320 -0.85145 2.09398
47 H -1.15178 4.55576 1.06962
48 H -1.51597 6.98611 0.89974
49 H -0.71839 8.22899 -1.08788
50 H 0.44739 7.02788 -2.91301
51 H 0.82200 4.58958 -2.75157
52 H -1.24664 0.73078 1.87034
53 H -1.11191 0.82769 4.31106
54 H 0.44662 2.39515 5.41254
55 H 1.88573 3.87539 4.05987
56 H 1.78032 3.81283 1.59834
57 C -1.73896 -3.60268 -1.94475
58 As -1.96187 -2.04755 -0.75425
59 C -3.35582 -1.18667 -1.86793
60 C -3.04011 -2.95988 0.66066
61 C -4.20028 -3.79008 0.17622
62 C -4.14039 -5.18843 0.24799
63 C -5.21332 -5.96522 -0.18704
64 C -6.35948 -5.35433 -0.68886
65 C -6.43541 -3.96497 -0.75076
66 C -5.36384 -3.18619 -0.31766
67 H -2.71759 -4.05159 -2.18391
68 H -1.10463 -4.35372 -1.45092
69 H -1.25552 -3.27633 -2.88024
70 H -4.07612 -1.92775 -2.24788
71 H -2.86586 -0.71947 -2.73931
72 H -3.86994 -0.41759 -1.30254
73 H -3.39845 -2.22304 1.40089
74 H -2.31197 -3.60987 1.17768
75 H -3.25752 -5.68168 0.63549
76 H -5.15555 -7.04473 -0.13358
77 H -7.19240 -5.95801 -1.02497
78 H -7.32997 -3.48960 -1.13207
79 H -5.44970 -2.10837 -0.35747
80 O -0.79070 1.38106 0.27844
81 S -1.82903 0.90348 -0.73060
82 C -3.44914 0.86664 0.15119
83 C -4.39774 1.78592 -0.60326
84 C -3.55835 2.96868 -1.05355
85 C -2.34347 2.36485 -1.73706
86 H -3.28193 1.22804 1.17092
87 H -3.81174 -0.15702 0.19302
88 H -5.23402 2.09722 0.02804
89 H -4.81284 1.26893 -1.47512
90 H -3.25115 3.56452 -0.18704
91 H -4.11180 3.62337 -1.73173
92 H -1.52457 3.06900 -1.82198
93 H -2.59771 1.99076 -2.73300
94 O 0.09321 -0.52374 0.94647
95 S 1.18451 -3.86098 -0.73763
96 C 0.72827 -2.44783 -0.73144


- What is the net charge in the third record?
  0


- energy above the lowest of the compared OMol25 structures with the same formula, charge and spin of number 2 (C5H8O2)?
  3.4720 eV


What did the second record say?
Density functional theory data (ωB97M-V/def2-TZVPD) for a single C5H8O2 molecule.

For the frontier orbital gap (spin up / spin down), the calculation gives 7.4925 / 8.5159 eV. Its net charge is 0. Its energy above the lowest of the compared OMol25 structures with the same formula, charge and spin is 3.4720 eV. The value obtained for the HOMO energy (spin up / spin down) is -7.13 / -7.62 eV.

CARTESIAN COORDINATES (ANGSTROEM)
1 O 0.05077 -0.80326 -1.49572
2 C -0.25033 -0.13646 -0.25090
3 C 0.75532 -0.69929 0.77835
4 C 1.82784 0.33705 0.76154
5 O 1.37643 1.42785 0.24328
6 C -1.72051 -0.36606 0.07364
7 C 0.15940 1.30425 -0.33979
8 H 0.09432 -0.10373 -2.16324
9 H 0.34295 -0.76281 1.80097
10 H 1.07970 -1.69354 0.46199
11 H 2.83702 0.35080 1.15347
12 H -1.94198 -0.20715 1.13286
13 H -2.00491 -1.38523 -0.20034
14 H -2.34074 0.32138 -0.51122
15 H -0.46263 2.18178 -0.23990